Entry from the OMol25 dataset: C7H10NO3 as an isolated structure (the ωB97M-V functional and the def2-TZVPD basis).

Element x y z (Å)
C: 1.457 1.467 0.128
C: 1.414 -1.407 -0.001
C: -0.411 -0.337 1.571
C: 0.565 -0.227 0.451
C: -0.910 -0.182 0.161
C: -1.538 -1.364 -0.545
C: -1.550 1.141 -0.213
N: 2.224 1.298 -0.919
O: 2.254 -1.199 -0.933
O: 1.229 2.414 0.845
O: 1.222 -2.495 0.544
H: -0.485 -1.309 2.042
H: -0.516 0.502 2.248
H: -1.016 -2.278 -0.274
H: -1.464 -1.236 -1.628
H: -2.595 -1.465 -0.286
H: -1.402 1.351 -1.272
H: -1.109 1.950 0.361
H: -2.623 1.112 -0.013
H: 2.366 0.231 -1.125
H: 2.890 2.031 -1.142

Cartesian forces (eV/Å) of the 3 atoms listed first:
C -2.284 -3.141 1.681
C -0.075 -0.179 0.042
C 0.063 0.009 0.079

Properties
- E_HOMO: -0.167 Eh
- Net charge: -1
- Orbital gap: 8.26 eV
- E: -15055.0449 eV
- Multiplicity: 1

These are the Löwdin partial charges, in e, on atoms 1 to 8: atom 1 (C): -0.434, atom 2 (C): -0.653, atom 3 (C): -0.046, atom 4 (C): -0.113, atom 5 (C): -0.479, atom 6 (C): -0.041, atom 7 (C): -0.051, atom 8 (N): 0.127

***

Entry from the OMol25 dataset: a 4-piece molecular cluster, C20H50O10 overall (the ωB97M-V functional and the def2-TZVPD basis).

Element x y z (Å)
C: 1.914 2.718 1.832
O: 3.075 2.967 2.676
C: 3.484 1.777 3.363
C: 4.546 2.132 4.439
O: 4.075 3.111 5.341
C: 5.089 3.551 6.213
H: 1.157 2.078 2.283
H: 2.166 2.099 0.971
H: 1.554 3.707 1.550
H: 3.893 1.007 2.710
H: 2.605 1.470 3.930
H: 5.456 2.431 3.920
H: 4.924 1.211 4.882
H: 5.809 4.116 5.623
H: 5.617 2.674 6.589
H: 4.654 4.133 7.026
C: -4.576 2.347 1.453
O: -5.063 3.553 1.065
C: -4.278 4.688 1.526
C: -2.822 4.868 0.949
O: -2.077 3.907 1.578
C: -0.742 3.773 1.069
H: -4.100 2.359 2.433
H: -3.843 1.907 0.775
H: -5.298 1.530 1.435
H: -4.246 4.596 2.612
H: -4.802 5.629 1.360
H: -2.548 5.921 1.013
H: -2.806 4.802 -0.139
H: -0.673 3.808 -0.018
H: -0.285 2.814 1.312
H: -0.185 4.572 1.559
C: -1.204 0.931 1.840
O: -0.178 0.066 2.188
C: 0.970 0.160 1.296
C: 0.792 0.089 -0.221
O: 0.783 -1.335 -0.606
C: -0.530 -1.883 -0.354
H: -0.978 1.991 1.960
H: -1.934 0.604 2.581
H: -1.663 0.686 0.882
H: 1.554 -0.667 1.700
H: 1.656 0.992 1.456
H: 1.712 0.378 -0.728
H: -0.024 0.686 -0.630
H: -0.542 -2.970 -0.268
H: -1.252 -1.536 -1.093
H: -0.752 -1.590 0.672
C: 0.139 -1.180 -2.960
O: 0.400 -2.445 -3.558
C: 1.212 -3.278 -2.693
C: 1.343 -4.668 -3.422
O: 2.217 -5.553 -2.640
C: 2.924 -6.577 -3.227
H: -0.031 -0.477 -3.775
H: 1.013 -0.761 -2.462
H: -0.701 -1.243 -2.268
H: 0.909 -3.361 -1.649
H: 2.189 -2.795 -2.671
H: 2.011 -4.428 -4.249
H: 0.397 -5.093 -3.757
H: 3.618 -7.024 -2.515
H: 3.408 -6.119 -4.089
H: 2.179 -7.288 -3.583
C: -1.769 -0.334 -4.498
O: -2.171 -0.662 -3.230
C: -2.815 -1.960 -3.074
C: -2.885 -2.480 -1.658
O: -1.720 -2.940 -1.027
C: -1.121 -4.111 -1.596
H: -2.599 -0.106 -5.166
H: -1.271 -1.243 -4.836
H: -1.064 0.493 -4.418
H: -2.301 -2.728 -3.653
H: -3.757 -2.072 -3.610
H: -3.664 -3.233 -1.536
H: -3.164 -1.607 -1.068
H: -0.763 -4.107 -2.626
H: -1.859 -4.913 -1.557
H: -0.386 -4.566 -0.932

Cartesian forces (eV/Å) of the 3 atoms listed first:
C 1.928 1.723 0.955
O -0.662 -0.929 -0.785
C -0.028 1.518 1.623

Properties
- E_HOMO: -0.279 Eh
- Orbital gap: 8.28 eV
- E: -42006.1386 eV
- Multiplicity: 1

These are the Löwdin partial charges, in e, on atoms 1 to 8: atom 1 (C): -0.097, atom 2 (O): -0.144, atom 3 (C): -0.174, atom 4 (C): -0.220, atom 5 (O): -0.170, atom 6 (C): -0.108, atom 7 (H): 0.070, atom 8 (H): 0.085

***

Entry from the OMol25 dataset: an isolated ion of composition C3H6BrN4 and charge +1 (the ωB97M-V functional and the def2-TZVPD basis).

Element x y z (Å)
C: 2.148 -0.448 -0.072
N: 0.781 0.063 0.023
N: -0.331 -0.714 0.009
C: -1.390 0.110 0.053
N: -2.686 -0.272 0.024
N: -0.989 1.379 0.130
C: 0.331 1.313 0.120
Br: 1.446 2.780 0.181
H: 2.713 0.248 -0.669
H: 2.582 -0.568 0.908
H: 2.118 -1.377 -0.619
H: -0.348 -1.720 -0.036
H: -3.375 0.095 0.649
H: -2.999 -0.889 -0.700

Cartesian forces (eV/Å) of the 3 atoms listed first:
C -0.419 0.020 -0.288
N 0.428 0.030 -0.023
N -0.634 -0.034 -0.207

Properties
- SMILES: CN1NC(N)=[N+]=C1Br
- E_HOMO: -0.527 Eh
- Net charge: +1
- Orbital gap: 10.80 eV
- E: -79204.1794 eV
- Multiplicity: 1

These are the Löwdin partial charges, in e, on atoms 1 to 8: atom 1 (C): 0.030, atom 2 (N): -0.113, atom 3 (N): 0.192, atom 4 (C): -0.373, atom 5 (N): 0.187, atom 6 (N): 0.166, atom 7 (C): -0.756, atom 8 (Br): 0.936

***

Entry from the OMol25 dataset: a 2-piece molecular cluster, H4OS2 overall (the ωB97M-V functional and the def2-TZVPD basis).

Element x y z (Å)
S: 0.418 -0.892 -2.340
S: -1.549 -0.428 -2.113
H: 0.908 -0.200 -1.290
H: -1.929 -1.298 -1.153
O: 0.491 0.755 2.024
H: 0.585 1.723 2.174
H: 1.077 0.341 2.697

Cartesian forces (eV/Å) of the 3 atoms listed first:
S 0.312 -0.118 0.262
S -0.493 0.182 0.075
H -0.042 -0.036 -0.152

Properties
- SMILES: SS.O
- E_HOMO: -0.342 Eh
- Orbital gap: 9.87 eV
- E: -23782.6475 eV
- Multiplicity: 1

Charges obtained by Löwdin population analysis, quoted in units of e: atom 1 (S): 0.208, atom 2 (S): 0.197, atom 3 (H): -0.208, atom 4 (H): -0.199, atom 5 (O): -0.091, atom 6 (H): 0.047, atom 7 (H): 0.047

***

Entry from the OMol25 dataset: C20H21MoN5O3 as an isolated structure (the ωB97M-V functional and the def2-TZVPD basis).

Element x y z (Å)
N: -0.041 2.042 -0.380
C: 0.071 3.217 -0.401
C: 0.188 4.658 -0.321
H: -0.807 5.107 -0.374
H: 0.781 5.013 -1.169
H: 0.670 4.952 0.605
N: 1.754 -1.132 -0.851
C: 2.712 -1.763 -0.974
C: 3.927 -2.556 -1.021
H: 4.571 -2.091 -1.768
H: 3.637 -3.561 -1.329
H: 4.375 -2.549 -0.046
N: -1.907 -0.793 -0.376
C: -2.912 -1.359 -0.391
C: -4.197 -2.054 -0.318
H: -4.149 -2.865 0.404
H: -4.431 -2.464 -1.304
H: -4.981 -1.352 -0.031
Mo: 0.027 -0.015 -1.205
C: 0.072 -1.739 0.978
O: 0.061 -2.621 1.717
C: 1.612 0.643 0.985
O: 2.404 1.014 1.734
C: 0.512 1.308 -2.907
C: -0.861 1.375 -2.802
C: -1.607 0.223 -2.802
C: -0.985 -1.003 -2.903
C: 0.391 -1.081 -3.043
C: 1.145 0.085 -3.046
H: 1.104 2.210 -3.063
H: -1.380 2.335 -2.848
H: -2.695 0.304 -2.847
H: -1.565 -1.913 -3.056
H: 0.841 -2.038 -3.287
H: 2.202 0.066 -3.294
N: -3.532 1.000 6.448
C: -2.739 1.872 5.787
O: -2.438 2.992 6.271
C: -2.257 1.448 4.463
C: -2.617 0.262 3.818
C: -1.978 -0.091 2.602
N: -1.038 0.670 2.067
C: -0.749 1.852 2.599
C: -1.337 2.264 3.808
H: -3.813 1.230 7.392
H: -3.625 0.043 6.150
H: -3.368 -0.435 4.178
H: -2.275 -1.020 2.082
H: -0.036 2.517 2.081
H: -1.033 3.220 4.215

Cartesian forces (eV/Å) of the 3 atoms listed first:
N -0.122 3.828 -0.561
C -0.445 -3.382 0.638
C -0.162 0.042 -0.521

Properties
- E_HOMO (alpha / beta): -0.778 / -0.771 Eh
- Net charge: +4
- Orbital gap (alpha / beta): 6.82 / 5.96 eV
- E: -36482.4504 eV
- Multiplicity: 3

These are the Löwdin partial charges, in e, on atoms 1 to 8: atom 1 (N): 0.025, atom 2 (C): -0.116, atom 3 (C): 0.029, atom 4 (H): 0.125, atom 5 (H): 0.123, atom 6 (H): 0.117, atom 7 (N): -0.039, atom 8 (C): -0.074

***

Entry from the OMol25 dataset: an isolated ion of composition H3N4O2 and charge -1 (the ωB97M-V functional and the def2-TZVPD basis).

Element x y z (Å)
N: 1.984 0.429 -0.134
N: 0.544 0.907 -0.177
N: -0.271 -0.018 -0.178
O: -0.300 -1.274 0.046
N: -1.844 0.674 -0.095
O: -2.658 -0.447 -0.333
H: 2.116 -0.338 0.479
H: 2.546 1.191 0.336
H: -2.118 -1.125 0.055

Cartesian forces (eV/Å) of the 3 atoms listed first:
N -0.263 2.262 0.150
N 3.267 -1.051 -0.221
N -5.465 0.908 0.806

Properties
- SMILES: N[N-][N+](=O)[N-]O
- E_HOMO (alpha / beta): -0.064 / -0.064 Eh
- Net charge: -1
- Orbital gap (alpha / beta): 6.27 / 6.27 eV
- E: -10098.1169 eV
- Multiplicity: 1

These are the Löwdin partial charges, in e, on atoms 1 to 8: atom 1 (N): -0.034, atom 2 (N): -0.049, atom 3 (N): -0.390, atom 4 (O): -0.159, atom 5 (N): -0.120, atom 6 (O): -0.276, atom 7 (H): -0.004, atom 8 (H): 0.050

***

Entry from the OMol25 dataset: C72H160AsF12N11O12S6 as an isolated structure (the ωB97M-V functional and the def2-TZVPD basis).

Element x y z (Å)
C: 18.156 22.510 23.432
C: 17.884 23.578 24.538
C: 16.364 23.797 24.840
N: 15.990 24.736 26.054
C: 14.479 25.001 26.059
C: 13.624 23.781 26.387
C: 14.131 23.096 27.669
C: 15.599 22.792 27.699
C: 16.382 24.084 27.421
C: 16.770 26.024 25.911
H: 17.787 21.527 23.724
H: 19.220 22.287 23.361
H: 17.773 22.735 22.437
H: 18.367 24.533 24.333
H: 18.267 23.279 25.514
H: 15.937 22.806 24.995
H: 15.904 24.295 23.987
H: 14.363 25.494 25.094
H: 14.320 25.705 26.876
H: 13.519 23.165 25.494
H: 12.625 24.212 26.463
H: 13.447 22.282 27.910
H: 13.921 23.727 28.532
H: 15.924 22.011 27.010
H: 15.879 22.411 28.681
H: 17.423 23.812 27.245
H: 16.429 24.765 28.271
H: 16.568 26.347 24.890
H: 17.851 25.904 25.969
H: 16.299 26.702 26.623
C: 19.782 23.476 20.714
C: 21.081 23.849 19.935
C: 22.265 22.876 20.284
N: 23.499 23.018 19.331
C: 24.007 24.533 19.234
C: 24.429 25.066 20.594
C: 25.618 24.192 21.231
C: 25.231 22.693 21.346
C: 24.702 22.217 19.930
C: 23.178 22.403 17.981
H: 19.858 23.534 21.800
H: 19.591 22.415 20.552
H: 18.965 24.109 20.368
H: 21.326 24.888 20.157
H: 20.863 23.790 18.868
H: 21.906 21.888 19.997
H: 22.525 22.873 21.343
H: 23.104 25.022 18.868
H: 24.815 24.572 18.503
H: 23.646 25.203 21.339
H: 24.964 26.015 20.561
H: 25.985 24.530 22.200
H: 26.523 24.246 20.626
H: 24.534 22.648 22.183
H: 26.112 22.090 21.571
H: 24.458 21.155 19.921
H: 25.576 22.250 19.280
H: 23.993 22.349 17.259
H: 22.332 22.957 17.575
H: 22.738 21.418 18.142
C: 23.019 17.910 25.155
C: 24.061 17.223 26.099
C: 23.643 15.858 26.670
N: 24.744 15.055 27.479
C: 24.107 13.650 27.816
C: 24.021 12.756 26.536
C: 25.358 12.800 25.795
C: 25.897 14.174 25.460
C: 26.109 14.890 26.741
C: 24.955 15.861 28.756
H: 22.072 18.007 25.685
H: 22.905 17.133 24.399
H: 23.492 18.822 24.788
H: 24.173 17.990 26.864
H: 25.059 17.154 25.667
H: 23.251 15.262 25.845
H: 22.856 16.105 27.383
H: 23.116 13.789 28.248
H: 24.667 13.191 28.631
H: 23.300 13.161 25.827
H: 23.594 11.789 26.802
H: 25.333 12.187 24.894
H: 26.016 12.217 26.440
H: 25.184 14.553 24.728
H: 26.847 14.038 24.943
H: 26.483 15.911 26.669
H: 26.838 14.476 27.437
H: 25.869 15.535 29.251
H: 24.080 15.919 29.404
H: 25.105 16.896 28.450
C: 19.714 15.688 23.553
C: 18.447 16.525 23.292
C: 18.584 17.087 21.752
N: 17.376 17.972 21.284
C: 17.675 18.277 19.788
C: 16.490 18.977 19.107
C: 15.105 18.297 19.308
C: 14.871 18.033 20.798
C: 16.005 17.210 21.418
C: 17.394 19.279 22.138
H: 19.757 15.345 24.587
H: 20.599 16.301 23.380
H: 19.760 14.796 22.928
H: 18.369 17.349 24.001
H: 17.574 15.915 23.525
H: 18.632 16.333 20.966
H: 19.436 17.764 21.692
H: 18.133 17.468 19.220
H: 18.460 19.027 19.693
H: 16.678 19.037 18.035
H: 16.460 20.023 19.412
H: 14.871 17.338 18.846
H: 14.318 18.850 18.797
H: 13.996 17.481 21.144
H: 14.768 18.963 21.357
H: 16.156 16.213 21.004
H: 15.856 17.154 22.496
H: 16.546 19.931 21.929
H: 18.368 19.756 22.020
H: 17.399 19.043 23.202
C: 18.149 19.799 27.091
C: 17.107 19.320 28.110
C: 16.548 17.965 27.681
N: 15.642 17.320 28.744
C: 15.145 15.928 28.193
C: 14.289 15.183 29.308
C: 15.102 14.886 30.597
C: 15.664 16.223 31.105
C: 16.317 17.120 30.056
C: 14.461 18.268 28.960
H: 18.794 19.037 26.653
H: 18.821 20.459 27.639
H: 17.798 20.393 26.248
H: 16.284 20.033 28.057
H: 17.549 19.303 29.106
H: 17.320 17.209 27.541
H: 16.046 18.022 26.716
H: 15.951 15.290 27.829
H: 14.589 16.114 27.274
H: 14.048 14.224 28.849
H: 13.344 15.723 29.258
H: 15.946 14.237 30.365
H: 14.539 14.436 31.414
H: 16.313 15.998 31.952
H: 14.874 16.810 31.573
H: 17.306 16.708 29.854
H: 16.401 18.107 30.512
H: 14.057 18.394 27.955
H: 14.724 19.232 29.394
H: 13.882 17.728 29.709
C: 19.927 11.453 26.340
C: 19.951 10.767 27.682
C: 20.910 11.464 28.630
N: 20.681 11.235 30.179
C: 21.914 11.731 30.935
C: 21.711 11.716 32.506
C: 20.453 12.469 32.963
C: 19.165 12.159 32.149
C: 19.440 12.086 30.626
C: 20.510 9.714 30.472
H: 19.343 12.374 26.321
H: 19.468 10.734 25.662
H: 20.855 11.848 25.928
H: 20.281 9.731 27.602
H: 18.961 10.755 28.138
H: 20.884 12.554 28.608
H: 21.916 11.125 28.383
H: 22.311 12.689 30.601
H: 22.714 11.011 30.763
H: 22.580 12.063 33.065
H: 21.548 10.706 32.881
H: 20.540 13.551 33.060
H: 20.267 12.175 33.996
H: 18.312 12.814 32.324
H: 18.702 11.245 32.522
H: 19.746 13.088 30.324
H: 18.608 11.821 29.973
H: 21.417 9.183 30.184
H: 19.634 9.332 29.947
H: 20.211 9.528 31.504
C: 16.195 25.893 17.768
C: 17.365 25.879 16.750
C: 16.975 25.467 15.325
N: 18.143 25.429 14.302
C: 19.041 24.148 14.378
C: 18.206 22.830 14.156
C: 17.599 22.995 12.738
C: 16.805 24.162 12.396
C: 17.629 25.474 12.829
C: 19.064 26.661 14.339
H: 15.235 26.153 17.322
H: 16.358 26.630 18.555
H: 16.064 24.914 18.229
H: 18.130 25.229 17.174
H: 17.815 26.870 16.694
H: 16.321 26.256 14.952
H: 16.347 24.577 15.280
H: 19.388 24.153 15.411
H: 19.888 24.174 13.693
H: 17.486 22.555 14.927
H: 18.955 22.040 14.193
H: 17.010 22.102 12.528
H: 18.378 22.990 11.976
H: 15.868 24.132 12.951
H: 16.569 24.130 11.332
H: 16.915 26.293 12.739
H: 18.497 25.659 12.196
H: 18.438 27.550 14.271
H: 19.796 26.496 13.548
H: 19.612 26.836 15.265
C: 14.791 22.384 21.341
C: 13.236 22.555 21.487
C: 12.459 22.626 20.185
N: 10.901 22.471 20.363
C: 10.164 22.524 19.004
C: 10.421 21.254 18.235
C: 10.033 19.996 19.036
C: 10.659 19.911 20.426
C: 10.370 21.209 21.205
C: 10.460 23.773 21.123
H: 15.161 23.391 21.150
H: 15.275 21.768 20.583
H: 15.260 22.201 22.308
H: 12.852 23.235 22.247
H: 12.953 21.574 21.869
H: 12.833 21.879 19.485
H: 12.720 23.576 19.718
H: 10.476 23.399 18.434
H: 9.092 22.609 19.180
H: 11.435 21.269 17.837
H: 9.734 21.359 17.395
H: 10.275 19.083 18.491
H: 8.949 20.069 19.119
H: 11.735 19.755 20.500
H: 10.141 19.168 21.033
H: 10.904 21.274 22.153
H: 9.325 21.490 21.334
H: 10.907 24.667 20.686
H: 10.723 23.737 22.180
H: 9.375 23.878 21.107
As: 13.707 22.865 15.678
F: 14.732 22.452 14.235
F: 13.336 21.079 15.890
F: 12.711 23.214 17.122
F: 14.091 24.602 15.465
F: 12.308 23.144 14.620
F: 15.139 22.571 16.746
N: 20.685 19.843 21.002
S: 21.756 19.453 22.016
O: 22.783 20.488 22.286
O: 22.222 18.083 22.180
F: 20.847 19.620 23.315
S: 21.377 18.925 19.764
O: 20.898 17.579 19.660
O: 22.694 19.219 19.239
F: 20.449 19.516 18.624
N: 14.471 18.318 24.532
S: 13.027 18.035 24.730
O: 12.001 18.696 23.970
O: 12.698 17.571 26.066
F: 12.973 16.578 23.908
S: 14.243 19.930 24.980
O: 14.012 20.259 26.351
O: 13.986 20.939 24.010
F: 15.854 20.174 25.076
N: 21.096 14.953 29.135
S: 20.855 16.104 30.110
O: 19.549 16.061 30.791
O: 21.721 17.306 30.224
F: 21.601 15.331 31.316
S: 20.019 15.489 27.948
O: 20.274 16.850 27.445
O: 18.711 14.848 27.843
F: 20.904 14.680 26.784

Cartesian forces (eV/Å) of the 3 atoms listed first:
C 0.041 -0.207 1.033
C -0.880 0.188 0.631
C 0.382 0.311 -0.049

Properties
- E_HOMO: -0.607 Eh
- Net charge: +4
- Orbital gap: 9.90 eV
- E: -276644.3372 eV
- Multiplicity: 1

These are the Löwdin partial charges, in e, on atoms 1 to 8: atom 1 (C): -0.078, atom 2 (C): -0.175, atom 3 (C): -0.082, atom 4 (N): -0.238, atom 5 (C): -0.098, atom 6 (C): -0.136, atom 7 (C): -0.178, atom 8 (C): -0.168